Entry 1:
DFT (ωB97M-V/def2-TZVPD) results for a cluster of 3 separate species, C23H46BrN7O4P2 in total at a distorted geometry.

Frontier orbital gap: 7.67 eV
2S+1: 1
SMILES: CC[C@H](Br)c1cccc2c1C(=O)NC2=O.CN(C)P(=O)(N(C)C)N(C)C.CN(C)P(=O)(N(C)C)N(C)C
E_LUMO: -0.09 eV
E: -4844.8006 hartree

Last column: Löwdin charge in e.
CARTESIAN COORDINATES (ANGSTROEM)
C -4.54184 1.11287 -8.34925  -0.096
C -4.09959 1.85182 -7.06349  -0.268
C -3.24136 0.97789 -6.08644  -0.573
Br -4.27127 0.84791 -4.40192  0.724
C -1.87255 1.60406 -5.85339  -0.188
C -1.42319 2.05583 -4.60871  -0.044
C -0.16797 2.62846 -4.46861  -0.041
C 0.69459 2.80035 -5.54129  0.001
C 0.26807 2.36791 -6.77727  -0.082
C -0.99245 1.77458 -6.90876  -0.047
C -1.09012 1.40030 -8.36922  -0.353
O -1.71703 0.54439 -8.91760  0.144
N -0.15371 2.24992 -9.05076  0.143
C 0.93233 2.42044 -8.13397  -0.373
O 2.08706 2.51135 -8.41468  0.150
H -4.04410 1.58226 -9.20110  0.062
H -4.17629 0.08750 -8.35787  0.065
H -5.61097 1.17722 -8.54129  0.070
H -4.99695 2.18597 -6.54684  0.064
H -3.50876 2.74596 -7.27024  0.107
H -3.16812 -0.04783 -6.43717  0.091
H -2.05371 1.97270 -3.73568  0.056
H 0.16902 2.95341 -3.49036  0.109
H 1.66635 3.26666 -5.43206  0.123
H -0.50859 3.07579 -9.50910  0.153
C 1.35542 4.74959 0.38605  -0.135
N 0.72031 3.61389 1.01576  -0.345
C -0.69673 3.84157 1.26929  -0.130
P 1.19546 1.95022 0.96284  0.775
O 0.50023 1.54905 -0.32416  -0.294
N 2.82036 1.58868 0.43649  -0.323
C 3.70592 2.56558 -0.16591  -0.150
C 2.90116 0.33993 -0.32127  -0.153
N 1.75781 1.97696 2.64898  -0.326
C 0.89036 1.24283 3.57870  -0.141
C 2.32976 3.13603 3.27908  -0.131
H 1.16846 5.64668 0.98685  0.085
H 0.98883 4.93370 -0.63400  0.082
H 2.43648 4.65640 0.34402  0.044
H -0.86694 4.12970 2.31518  0.074
H -1.29066 2.94645 1.06983  0.069
H -1.09557 4.63110 0.63015  0.080
H 3.26440 3.05585 -1.04673  0.081
H 4.63081 2.08167 -0.48402  0.080
H 4.02134 3.32587 0.55160  0.061
H 2.60804 0.46858 -1.37090  0.078
H 2.25378 -0.42301 0.11223  0.063
H 3.92181 -0.04634 -0.28451  0.080
H -0.01308 1.81455 3.83891  0.075
H 1.42027 0.99426 4.49940  0.079
H 0.57233 0.29683 3.13182  0.057
H 1.57818 3.87175 3.59807  0.083
H 3.05602 3.63853 2.64242  0.068
H 2.87721 2.80107 4.16385  0.091
C 1.17577 -4.84532 6.49507  -0.131
N 0.11004 -3.98689 6.02481  -0.340
C -0.48349 -3.20056 7.09935  -0.127
P -0.13830 -3.35443 4.43964  0.755
O 0.65651 -2.07320 4.51357  -0.285
N 0.73988 -4.11475 3.14273  -0.317
C 1.80765 -5.07646 3.34755  -0.147
C 1.14499 -3.16464 2.10530  -0.157
N -1.53442 -4.40318 4.13584  -0.329
C -2.82560 -3.70697 4.13052  -0.142
C -1.66104 -5.72328 4.69337  -0.130
H 0.80364 -5.46268 7.32008  0.086
H 2.05079 -4.28387 6.84937  0.087
H 1.51030 -5.55100 5.74124  0.043
H -1.41839 -3.65758 7.44960  0.074
H -0.71174 -2.18241 6.77499  0.070
H 0.19247 -3.11386 7.95122  0.081
H 2.60918 -4.69245 3.99439  0.085
H 2.25397 -5.34426 2.38867  0.081
H 1.43326 -6.01825 3.75393  0.062
H 2.05537 -2.61460 2.37584  0.081
H 0.35875 -2.43279 1.91619  0.068
H 1.31940 -3.69653 1.16823  0.081
H -3.18169 -3.48079 5.14603  0.075
H -3.58750 -4.30225 3.62295  0.078
H -2.74209 -2.76078 3.58775  0.076
H -1.98059 -5.72026 5.74450  0.084
H -0.73848 -6.29576 4.61443  0.070
H -2.40923 -6.26587 4.10990  0.091

Atoms 1-6, force components in eV/Å:
0.756 0.586 -0.283
-0.103 -0.572 0.055
-0.489 0.930 0.041
0.147 -0.320 -0.109
-0.106 -0.491 0.485
0.060 0.034 -0.212

---

Entry 2:
DFT (ωB97M-V/def2-TZVPD) results for a cluster of 8 separate species, C23H46Cl6O15 in total at a distorted geometry.

Frontier orbital gap: 10.95 eV
2S+1: 1
SMILES: CCOC(=O)OC.CCOC(=O)OC.CCOC(=O)OC.CCOC(=O)OC.CCOC(=O)OC.ClCCl.ClCCl.ClCCl
E_LUMO: 0.29 eV
E: -4793.6444 hartree

Last column: Löwdin charge in e.
CARTESIAN COORDINATES (ANGSTROEM)
C 4.64982 0.70147 -4.27615  -0.059
C 3.53130 1.45536 -4.99777  -0.228
O 3.98746 2.55620 -5.75149  0.014
C 4.22400 3.74417 -5.10521  -0.627
O 3.65958 4.18475 -4.15271  0.150
O 5.06102 4.36802 -5.85180  0.008
C 5.60359 5.62544 -5.49838  -0.016
H 4.36512 0.04649 -3.45271  0.073
H 5.37019 1.33414 -3.75760  0.075
H 5.22546 0.04388 -4.92754  0.073
H 2.69923 1.80573 -4.38704  0.116
H 3.02636 0.76261 -5.67100  0.118
H 6.21884 5.51487 -4.60545  0.104
H 4.70883 6.24443 -5.43239  0.104
H 6.25183 5.98401 -6.29795  0.095
C 2.31374 -3.18362 6.15223  -0.067
C 3.49074 -3.57864 5.28638  -0.197
O 4.51841 -4.04596 6.18042  0.028
C 5.52893 -4.77699 5.75339  -0.563
O 5.84375 -5.04213 4.61802  0.125
O 6.19401 -5.18850 6.89441  -0.024
C 7.32294 -6.00233 6.70569  -0.071
H 2.01810 -4.04052 6.75756  0.079
H 1.49480 -2.86204 5.50879  0.079
H 2.55411 -2.41038 6.88190  0.078
H 3.93157 -2.67878 4.85742  0.126
H 3.20332 -4.28340 4.50612  0.129
H 8.03510 -5.62419 7.43913  0.094
H 7.79538 -5.96021 5.72430  0.092
H 7.02217 -7.02865 6.91618  0.095
C -4.39658 -3.97149 2.76883  -0.044
C -4.17183 -5.41529 3.34130  -0.243
O -2.84835 -5.76129 3.37231  0.048
C -2.43335 -6.77084 4.09571  -0.593
O -3.15760 -7.58023 4.66677  0.117
O -1.11179 -6.69460 4.06330  0.001
C -0.29202 -7.65637 4.69335  -0.039
H -3.83654 -3.19694 3.29279  0.076
H -5.48404 -3.89863 2.75432  0.073
H -4.07860 -3.88482 1.72985  0.065
H -4.71605 -6.18927 2.80013  0.127
H -4.68660 -5.40689 4.30205  0.123
H -0.62307 -8.55105 4.16605  0.094
H -0.64974 -7.86743 5.70111  0.097
H 0.79189 -7.62600 4.58239  0.098
C -2.94910 -0.13378 -7.75992  -0.054
C -1.50981 0.05208 -7.25352  -0.229
O -1.45738 1.38637 -7.00567  0.050
C -1.89600 1.89966 -5.90171  -0.616
O -2.35962 1.30901 -4.96334  0.122
O -1.69242 3.22862 -5.87931  -0.006
C -1.74938 3.98289 -4.66211  -0.027
H -3.04282 -1.18750 -8.02257  0.072
H -3.10255 0.39352 -8.70147  0.079
H -3.75861 0.12932 -7.07907  0.082
H -0.74684 -0.35593 -7.91648  0.130
H -1.36113 -0.52248 -6.33925  0.123
H -2.39958 3.48562 -3.94235  0.091
H -2.21595 4.91924 -4.96816  0.089
H -0.77431 4.26504 -4.26496  0.095
C -2.58422 7.53220 3.76043  -0.062
C -2.95532 6.34112 2.88766  -0.228
O -4.12284 6.47520 2.07729  0.031
C -3.95558 7.06538 0.85965  -0.612
O -2.84722 7.30107 0.36954  0.098
O -5.08977 7.26476 0.35424  0.055
C -5.15633 7.73429 -0.95306  -0.044
H -2.60073 8.53151 3.32545  0.078
H -1.59866 7.38611 4.20251  0.077
H -3.28783 7.61121 4.58916  0.070
H -3.02690 5.44493 3.50396  0.121
H -2.12955 6.02983 2.24789  0.114
H -6.13977 7.62690 -1.41067  0.096
H -4.59985 7.04474 -1.58785  0.102
H -4.86681 8.77685 -1.08475  0.107
Cl -3.34322 -6.88149 -5.17711  0.469
C -4.12007 -5.56583 -4.23589  -1.046
Cl -2.95539 -4.56262 -3.42819  0.526
H -4.62102 -4.95388 -4.98600  0.019
H -4.86584 -6.04361 -3.60054  0.031
Cl -0.26695 -1.26759 1.04274  0.473
C -0.69311 -0.14569 -0.26811  -0.986
Cl -1.06157 1.46591 0.43889  0.461
H 0.11900 -0.08621 -0.99271  0.032
H -1.64877 -0.47418 -0.67666  0.019
Cl 3.21142 1.44027 2.89622  0.433
C 2.17311 2.00829 4.30144  -0.999
Cl 2.07215 3.75883 4.35545  0.514
H 1.23447 1.45557 4.26203  0.028
H 2.58711 1.64053 5.24030  0.022

Atoms 1-6, force components in eV/Å:
0.537 -0.081 0.555
-0.860 -0.589 0.687
0.699 0.393 0.086
-1.429 -1.125 -0.600
-0.214 -0.247 1.084
2.396 -0.150 -2.107

---

Entry 3:
DFT (ωB97M-V/def2-TZVPD) results for a cluster of 6 separate species, C23H46O8 in total at a distorted geometry.

Frontier orbital gap: 10.12 eV
2S+1: 1
SMILES: COC(=O)OC.C1CCOC1.C1CCOC1.C1CCOC1.C1CCOC1.C1CCOC1
E_LUMO: 0.58 eV
E: -1505.7003 hartree

Last column: Löwdin charge in e.
CARTESIAN COORDINATES (ANGSTROEM)
C 1.96276 -0.53165 -2.04881  -0.021
O 1.59414 -0.98757 -0.73353  -0.018
C 0.68588 -0.27776 -0.00950  -0.571
O 0.08646 0.74272 -0.31120  0.108
O 0.68610 -0.85143 1.18596  0.002
C 0.30689 -0.06760 2.28217  -0.068
H 2.20484 -1.42741 -2.62074  0.097
H 2.79508 0.16899 -1.98214  0.084
H 1.14940 -0.04167 -2.58406  0.070
H 0.76513 0.91952 2.34308  0.093
H 0.72151 -0.31491 3.25942  0.087
H -0.75826 0.08225 2.45857  0.099
C -1.59688 -4.41291 4.24721  -0.157
C -0.11854 -4.56842 4.28580  -0.183
C 0.41118 -3.30370 4.96175  -0.219
O -0.69150 -2.67849 5.53456  -0.124
C -1.78690 -2.92806 4.66956  -0.190
H -2.02070 -5.00312 5.05970  0.109
H -2.05014 -4.71731 3.30382  0.109
H 0.36320 -4.81088 3.33858  0.112
H 0.12072 -5.41811 4.92525  0.105
H 0.82578 -2.64739 4.19658  0.102
H 1.19350 -3.50800 5.69273  0.123
H -1.81626 -2.19604 3.86248  0.103
H -2.76803 -2.79794 5.12624  0.116
C 6.13476 1.70371 0.76365  -0.154
C 5.07284 0.76643 0.12870  -0.140
C 5.85327 -0.48251 -0.36384  -0.223
O 7.20035 -0.12956 -0.30933  -0.130
C 7.32267 0.80729 0.76584  -0.233
H 5.84840 2.06538 1.75122  0.113
H 6.51326 2.55403 0.19640  0.112
H 4.69658 1.31736 -0.73327  0.095
H 4.24069 0.49019 0.77623  0.105
H 5.48910 -0.91135 -1.29742  0.115
H 5.69627 -1.30912 0.32911  0.111
H 8.27079 1.34474 0.74822  0.119
H 7.50644 0.14632 1.61287  0.118
C -3.58522 -2.43388 -0.77375  -0.175
C -2.42169 -2.94413 -1.51038  -0.201
C -1.43065 -3.27995 -0.42377  -0.156
O -1.65297 -2.29260 0.63166  -0.135
C -2.88655 -1.67361 0.40363  -0.211
H -4.09576 -3.25257 -0.26659  0.111
H -4.39060 -1.88566 -1.26254  0.115
H -1.97968 -2.13328 -2.08938  0.091
H -2.79836 -3.74302 -2.14912  0.126
H -0.44619 -3.15164 -0.87375  0.114
H -1.54291 -4.31918 -0.11473  0.118
H -2.72960 -0.62545 0.14902  0.106
H -3.55238 -1.75830 1.26247  0.113
C -2.57893 0.19761 -3.19757  -0.162
C -1.36381 0.41145 -4.14583  -0.173
C -1.82926 1.05686 -5.38729  -0.262
O -3.16875 1.24066 -5.15795  -0.129
C -3.56428 1.20997 -3.75749  -0.155
H -2.36368 0.39070 -2.14662  0.104
H -2.95013 -0.78702 -3.48190  0.103
H -0.75295 -0.45626 -4.39488  0.113
H -0.80929 1.16199 -3.58254  0.102
H -1.75272 0.52886 -6.33779  0.124
H -1.26603 1.97885 -5.53152  0.115
H -4.53560 0.72625 -3.65429  0.120
H -3.46582 2.14671 -3.20892  0.115
C -2.18993 5.51041 -0.91306  -0.174
C -1.47698 4.18553 -0.78630  -0.178
C -0.59104 4.36544 0.43445  -0.236
O -0.16578 5.68366 0.31740  -0.139
C -1.31357 6.47153 -0.11910  -0.167
H -3.18293 5.48864 -0.46409  0.105
H -2.46325 5.90102 -1.89328  0.108
H -0.97092 3.84422 -1.68935  0.111
H -2.22025 3.41655 -0.57577  0.104
H 0.20085 3.61756 0.47539  0.115
H -1.18258 4.20964 1.33663  0.119
H -0.87869 7.28506 -0.69974  0.115
H -1.76189 6.92139 0.76676  0.113

Atoms 1-6, force components in eV/Å:
-0.563 0.000 -0.105
-0.857 0.552 -0.232
0.559 1.220 -0.163
0.809 -1.560 -0.139
0.403 -0.321 0.674
-0.296 1.858 1.710